This record from the Open Molecules 2025 dataset describes C7H4N2O4Ti as an isolated structure. The level of theory is ωB97M-V/def2-TZVPD.

CARTESIAN COORDINATES (ANGSTROEM)
O1 -1.659 0.794 -2.407
C1 -1.023 0.479 -1.485
Ti1 -0.022 0.075 0.042
O2 2.491 0.072 -1.695
C2 1.544 0.034 -1.051
C3 -0.983 -1.582 0.153
O3 -1.587 -2.555 0.246
C4 1.018 -0.488 1.478
O4 1.659 -0.798 2.404
N1 0.123 3.980 1.478
C5 -0.729 4.269 0.340
C6 -0.915 3.106 -0.314
N2 -0.205 2.110 0.392
C7 0.406 2.629 1.436
H1 0.432 4.653 2.151
H2 -1.079 5.209 0.149
H3 -1.485 2.967 -1.176
H4 0.989 2.162 2.129

Properties
Electronic energy = -1527.70011 Eh
Multiplicity = 2
Net charge = +3
HOMO-LUMO gap (alpha / beta) = 4.8378 / 4.7968 eV
Energy relative to the best compared isomer or geometry (same formula, charge and spin) = 24.7 kcal/mol
E_HOMO (alpha / beta) = -0.8000 / -0.7998 Ha
Max |F| = 13.859 eV/A

Mulliken atomic charge list, values in e, 4 entries: number 1, O, carries 0.018; number 2, C, carries 0.455; number 3, Ti, carries 0.331; number 4, O, carries 0.036